Below is a 5-piece molecular cluster, C23H39Cl9NO5S overall at a distorted geometry, with properties calculated with ωB97M-V/def2-TZVPD.

Atoms and positions in Å:
C: -0.30 -5.34 0.26
O: 0.94 -4.74 0.61
C: 1.38 -3.80 -0.34
C: 0.55 -2.48 -0.22
C: 1.41 -1.25 0.14
C: 1.33 -0.86 1.65
C: 1.11 0.65 1.85
C: 2.26 1.52 1.29
C: 1.84 2.66 0.32
C: 2.02 2.21 -1.16
C: 0.95 2.65 -2.14
C: 1.39 3.31 -3.29
N: 0.52 3.72 -4.22
C: -0.80 3.51 -4.14
C: -1.32 2.87 -3.05
C: -0.43 2.44 -2.05
C: -1.05 1.75 -0.86
O: -1.36 2.40 0.08
O: -1.26 0.41 -0.88
C: -2.22 -0.04 -1.84
C: -3.64 0.49 -1.62
C: -4.51 -0.41 -0.73
C: -5.78 0.37 -0.31
S: -5.46 1.37 1.13
O: -5.80 0.59 2.27
O: -4.14 1.90 1.13
Cl: -6.77 2.95 1.08
H: -0.12 -6.39 0.02
H: -0.99 -5.22 1.10
H: -0.77 -4.87 -0.61
H: 1.26 -4.17 -1.37
H: 2.41 -3.53 -0.16
H: -0.32 -2.58 0.42
H: 0.16 -2.26 -1.23
H: 0.98 -0.42 -0.41
H: 2.44 -1.39 -0.19
H: 2.25 -1.17 2.14
H: 0.45 -1.35 2.06
H: 0.12 0.95 1.52
H: 1.11 0.79 2.93
H: 3.03 0.89 0.84
H: 2.75 2.01 2.13
H: 0.86 3.07 0.54
H: 2.56 3.46 0.49
H: 2.20 1.13 -1.21
H: 2.94 2.67 -1.52
H: 2.45 3.49 -3.42
H: 0.90 4.21 -5.03
H: -1.45 3.84 -4.94
H: -2.38 2.67 -2.96
H: -2.25 -1.12 -1.79
H: -1.91 0.19 -2.87
H: -4.12 0.52 -2.61
H: -3.69 1.51 -1.23
H: -4.91 -1.26 -1.29
H: -4.00 -0.74 0.17
H: -6.05 1.05 -1.12
H: -6.64 -0.27 -0.12
C: 4.56 -4.99 1.96
Cl: 4.28 -3.29 1.54
Cl: 4.67 -5.20 3.71
H: 3.73 -5.58 1.59
H: 5.49 -5.31 1.51
C: -5.49 4.98 3.81
Cl: -6.51 5.26 5.22
Cl: -4.69 6.47 3.27
H: -4.73 4.25 4.07
H: -6.11 4.61 3.00
C: 6.28 -3.77 6.55
Cl: 6.05 -4.52 8.13
Cl: 5.93 -2.04 6.58
H: 7.32 -3.91 6.25
H: 5.62 -4.24 5.84
C: 2.70 0.41 -5.73
Cl: 1.73 0.81 -4.29
Cl: 3.68 1.79 -6.23
H: 3.35 -0.43 -5.49
H: 2.02 0.14 -6.54

Its energy is -159739.932 eV. Its orbital gap is 7.16 eV. Its charge is +1. For the HOMO energy, the calculation gives -11.4 eV. The value obtained for the largest force on an atom is 2.05 eV/A.

***

Below is one molecule with the formula C2H4N2OS2 at a distorted geometry, with properties calculated with ωB97M-V/def2-TZVPD.

Atoms and positions in Å:
C: 1.82 0.29 0.72
C: -1.65 -0.49 0.10
H: 4.29 -0.86 -0.47
H: 1.36 0.77 1.59
H: 1.33 -0.25 -1.14
H: -1.03 -1.39 0.20
N: 3.07 -0.05 0.70
N: 0.92 0.10 -0.31
O: 3.38 -0.58 -0.57
S: -0.62 0.79 -0.32
S: -3.24 -0.34 0.12

Its energy is -28834.478 eV. The SMILES is O/N=C\NSC=S. Its orbital gap is 8.60 eV. As for the energy above the lowest of the compared OMol25 structures with the same formula, charge and spin: 2.605 eV. For the HOMO energy, the calculation gives -9.0 eV. The value obtained for the largest force on an atom is 1.93 eV/A.

***

Below is C20H30As2KN5O8 as an isolated structure, with properties calculated with ωB97M-V/def2-TZVPD.

Atoms and positions in Å:
K: 1.56 0.95 0.53
N: -0.60 -1.80 -0.18
C: -0.69 -2.18 -1.59
C: 0.31 -1.36 -2.40
C: 1.74 -1.68 -1.99
C: 2.79 -0.76 -2.59
N: 2.61 0.63 -2.13
H: -1.13 -2.44 0.40
H: -1.00 -0.87 -0.06
H: -1.69 -2.04 -2.01
H: -0.45 -3.24 -1.68
H: 0.08 -0.30 -2.22
H: 0.16 -1.54 -3.47
H: 1.97 -2.71 -2.28
H: 1.79 -1.65 -0.90
H: 2.77 -0.84 -3.68
H: 3.79 -1.09 -2.27
H: 1.80 1.03 -2.59
H: 3.39 1.20 -2.44
C: -0.52 4.05 2.73
O: -0.09 2.69 2.76
C: 0.90 2.40 3.62
O: 1.46 3.21 4.30
C: 1.27 0.96 3.43
C: 2.43 0.45 3.91
As: 2.53 0.86 5.83
C: 4.05 -0.20 6.47
C: 1.11 -0.54 6.00
C: 0.16 -0.90 5.13
As: 0.00 -0.51 3.16
C: -1.74 0.37 3.19
C: -0.90 -1.84 5.62
O: -1.23 -1.99 6.76
O: -1.50 -2.46 4.59
C: -2.58 -3.34 4.96
C: 1.15 -0.98 7.44
O: 0.94 -0.17 8.31
O: 1.54 -2.22 7.75
C: 1.71 -3.21 6.74
C: 2.93 -0.85 3.37
O: 3.21 -1.84 4.00
O: 3.13 -0.77 2.03
C: 3.62 -1.98 1.43
H: -1.29 4.10 1.95
H: 0.31 4.71 2.48
H: -0.93 4.34 3.69
H: 4.95 0.39 6.31
H: 4.15 -1.17 5.99
H: 3.90 -0.32 7.54
H: -1.82 1.09 4.01
H: -2.49 -0.41 3.30
H: -1.87 0.87 2.23
H: -2.94 -3.77 4.03
H: -3.37 -2.77 5.45
H: -2.22 -4.11 5.63
H: 2.34 -3.98 7.18
H: 2.20 -2.81 5.85
H: 0.75 -3.65 6.47
H: 3.78 -1.75 0.38
H: 2.88 -2.77 1.54
H: 4.55 -2.29 1.91
N: -0.86 1.30 -0.06
C: -1.73 1.97 -0.48
N: -2.73 2.69 -0.86
C: -2.58 3.24 -2.07
N: -2.51 3.74 -3.12

Its energy is -183057.365 eV. Its orbital gap is 6.66 eV. As for the energy above the lowest of the compared OMol25 structures with the same formula, charge and spin: 0.911 eV. For the HOMO energy, the calculation gives -8.1 eV. The value obtained for the largest force on an atom is 0.58 eV/A.

***

Below is C2H9N2 as an isolated structure at a distorted geometry, with properties calculated with ωB97M-V/def2-TZVPD.

Atoms and positions in Å:
C: -1.19 -0.50 -0.91
C: -0.04 1.59 -0.86
N: -0.15 0.40 -0.40
H: -1.81 -0.81 -0.05
H: -0.70 -1.36 -1.37
H: -1.83 -0.03 -1.66
H: 0.78 2.30 -0.48
H: -0.73 1.96 -1.65
N: 1.15 -0.72 1.49
H: 0.54 -0.08 0.54
H: 2.17 -0.77 1.36
H: 0.99 -0.29 2.43
H: 0.82 -1.69 1.56

Its energy is -5177.489 eV. Its orbital gap (spin up / spin down) is 12.76 / 6.94 eV. As for the energy above the lowest of the compared OMol25 structures with the same formula, charge and spin: 2.631 eV. Its charge is +2. The multiplicity is 2. For the HOMO energy (spin up / spin down), the calculation gives -22.9 / -22.7 eV. The value obtained for the largest force on an atom is 4.96 eV/A.

***

Copy entry 4 word for word.
Below is C2H9N2 as an isolated structure at a distorted geometry, with properties calculated with ωB97M-V/def2-TZVPD.

Atoms and positions in Å:
C: -1.19 -0.50 -0.91
C: -0.04 1.59 -0.86
N: -0.15 0.40 -0.40
H: -1.81 -0.81 -0.05
H: -0.70 -1.36 -1.37
H: -1.83 -0.03 -1.66
H: 0.78 2.30 -0.48
H: -0.73 1.96 -1.65
N: 1.15 -0.72 1.49
H: 0.54 -0.08 0.54
H: 2.17 -0.77 1.36
H: 0.99 -0.29 2.43
H: 0.82 -1.69 1.56

Its energy is -5177.489 eV. Its orbital gap (spin up / spin down) is 12.76 / 6.94 eV. As for the energy above the lowest of the compared OMol25 structures with the same formula, charge and spin: 2.631 eV. Its charge is +2. The multiplicity is 2. For the HOMO energy (spin up / spin down), the calculation gives -22.9 / -22.7 eV. The value obtained for the largest force on an atom is 4.96 eV/A.

***

Among the records above, which one has the highest largest force on an atom? C2H9N2

***

What is the largest force on an atom in the fourth record? 4.96 eV/A